[1]
C10H9N5 | ωB97M-V/def2-TZVPD

The geometry in XYZ format:
```
24
Properties=species:S:1:pos:R:3:nbo_charge:R:1
N -2.2041 -1.0967 -0.0358 0.0097
C 3.4830 -0.8072 -0.6873 -0.1963
C -0.5966 -2.3238 0.1857 -0.0175
C 2.9908 1.1573 0.5557 -0.1884
C 1.2599 -0.4785 0.2803 -0.0217
H 3.1166 2.1927 1.0160 0.2120
C 1.6714 0.6974 0.8415 -0.2257
C -1.2009 -0.1895 0.1016 0.2333
N -1.7371 1.0258 0.0071 -0.2374
H -0.1490 -3.2270 0.5359 0.2164
H -4.8351 1.2871 -0.6329 0.2573
H 4.9045 0.7944 -0.5171 0.2219
C 3.8713 0.4949 -0.2251 -0.2441
H 4.1876 -1.2778 -1.2532 0.2051
C 2.2410 -1.3245 -0.3390 -0.2017
H 1.7875 -2.3322 -0.5095 0.2145
N -2.9830 0.8468 -0.1391 0.0634
H -3.8663 2.4894 0.6535 0.2341
C -0.0788 -1.0072 0.2657 -0.1952
C -3.8998 1.8987 -0.3413 -0.4363
H -3.5553 2.6801 -1.0783 0.2440
N -1.8960 -2.3481 0.0814 -0.2682
H 0.9375 1.2799 1.3695 0.2145
N -3.4493 -0.4322 -0.1354 -0.0938
```

Multiplicity: 1
Total charge: 0
HOMO level: -7.85 eV



[2]
C10H9NO2 | ωB97M-V/def2-TZVPD

The geometry in XYZ format:
```
22
Properties=species:S:1:pos:R:3:nbo_charge:R:1
O -2.4915 -2.2760 0.5705 -0.5290
C -2.3807 -1.1058 0.4652 0.7098
O -2.4159 2.1937 0.7761 -0.5217
H 2.6297 2.1987 0.2579 0.2134
C 0.0313 -0.1360 0.0735 -0.0058
N -2.9805 -0.0687 1.1822 -0.6710
H -3.4616 -0.0549 2.0660 0.4143
H 3.5468 0.5368 1.6935 0.2179
H 0.0127 -1.8516 1.2830 0.2198
C 2.5396 0.3581 1.2819 -0.2156
C 0.7170 1.0839 -0.2422 -0.1510
C -1.6091 0.0336 -1.8267 -0.6218
H 2.2396 -1.5431 2.1593 0.1993
H -0.7694 -0.3290 -2.3944 0.2280
C 1.7863 -0.8083 1.5276 -0.1838
C 0.5720 -1.0443 0.9862 -0.2417
C -2.3126 1.0307 0.6777 0.7381
H -2.5080 -0.3461 -2.2005 0.2274
H -1.6609 1.2026 -2.1188 0.2205
C 2.0515 1.3274 0.4317 -0.2245
H 0.1835 1.7453 -0.9582 0.2036
C -1.4403 -0.1528 -0.3418 -0.2263
```

⟨S²⟩: 2.03
Multiplicity: 3
Total charge: 0
HOMO level (spin up / spin down): -5.20 / -9.25 eV



Record-wise M values, in g/mol: 199.22 175.19
Record-wise energy relative to the best compared isomer or geometry (same formula, charge and spin) values, in kJ/mol: 223.29 0.00